A structure of composition C8H11BrCaN2O2S. Source: the Open Molecules 2025 dataset; level of theory: wB97M-V/def2-TZVPD.

ORCA input file:
```
! wB97M-V def2-TZVPD RIJCOSX def2/J DEFGRID3
* xyz 2 1
Br -0.31593 -4.19570 -0.54504
Ca 0.31924 -5.89925 1.56109
S 2.38570 3.18801 0.55840
O 3.08124 2.54130 -0.54227
O 2.28861 4.60499 0.33641
N 1.14068 0.09488 3.25276
N -2.43183 1.96717 -0.10025
C 0.70372 2.46485 0.63295
C -1.30791 -2.95696 -1.79858
C -1.71232 -1.62791 -1.07355
C 1.07290 0.47508 2.20352
C -1.76475 1.09176 0.09790
C 0.73174 0.92335 0.78530
C -0.58696 0.18107 0.35439
C -0.40507 -0.78577 -0.86094
H 3.09534 2.88821 1.69823
H -2.20128 -3.46869 -2.19848
H 0.21661 2.81282 -0.30214
H -2.45886 -1.11884 -1.71476
H 1.54766 0.49943 0.15577
H -0.27642 -0.16344 -1.76898
H 0.10943 2.91527 1.45765
H -0.87733 -0.46272 1.21549
H 0.48207 -1.42422 -0.66468
H -0.63429 -2.68118 -2.63244
H -2.20200 -1.86351 -0.10775
*
```

The lowest unoccupied orbital energy comes out at -10.63 eV. The value obtained for the energy is -114845.3382 eV. For the HOMO energy, the calculation gives -14.99 eV.

The ion C8H11BrN with charge +1. Source: the Open Molecules 2025 dataset; level of theory: wB97M-V/def2-TZVPD.

ORCA input file:
```
! wB97M-V def2-TZVPD RIJCOSX def2/J DEFGRID3
* xyz 1 1
Br 3.89676 -0.44778 -0.24528
N -1.47640 -1.39481 -1.14416
C 0.70108 -0.49918 1.60518
C 2.27848 1.87386 0.22667
C -0.20489 0.59246 -0.37581
C 2.31974 0.51398 -0.00260
C -0.06591 2.03687 -0.16292
C 1.03993 2.60840 0.22507
C -1.36633 0.03060 -0.82182
C 1.00778 -0.28725 0.17978
H 3.10497 2.49641 0.37962
H 1.08980 3.69943 0.22088
H -0.70952 -1.62110 -1.77273
H 0.35824 -1.48760 1.91324
H 0.11210 0.34225 1.95543
H -2.38001 -1.62594 -1.65543
H -1.35521 -1.85302 -0.28296
H 1.12723 -1.25852 -0.26714
H 1.67813 -0.52914 2.20774
H -0.98904 2.62747 -0.49970
H -2.35669 0.54945 -0.95920
*
```

The lowest unoccupied orbital energy comes out at -3.92 eV. The value obtained for the energy is -79997.9492 eV. For the HOMO energy, the calculation gives -11.81 eV.